[1]
{"formula": "C3H9NO3", "method": "ωB97M-V with the def2-TZVPD basis set", "species": ["C", "N", "C", "C", "O", "O", "H", "H", "H", "H", "H", "H", "H", "H", "H", "O"], "coordinates": [[2.958, -0.196, 0.041], [1.571, -0.468, 0.204], [0.629, 0.520, -0.246], [0.603, 1.908, 0.086], [-3.547, -2.323, 0.644], [1.640, 2.464, 0.566], [2.978, 0.955, 0.065], [3.429, -0.554, -0.925], [3.596, -0.728, 0.846], [1.170, -1.301, 0.722], [0.022, 0.098, -1.036], [-0.342, 2.475, -0.116], [-4.262, -3.042, 0.459], [-3.239, -1.466, -0.161], [-2.960, -0.146, -1.493], [-2.659, -0.942, -1.094]], "e_homo_ev": -7.650, "total_charge": 0, "gap_ev": 3.090, "de_lowest_kj_mol": 849.5, "lumo_ha": -0.168}

[2]
{"formula": "C6H9N", "method": "ωB97M-V with the def2-TZVPD basis set", "species": ["C", "C", "N", "C", "C", "C", "C", "H", "H", "H", "H", "H", "H", "H", "H", "H"], "coordinates": [[1.366, 1.404, 0.001], [0.505, 0.627, -0.881], [1.825, 0.068, -0.446], [1.041, -1.096, 0.105], [-0.287, -0.365, -0.070], [-1.306, -0.003, 0.969], [-1.731, -0.654, -0.322], [1.038, 1.642, 1.015], [1.921, 2.196, -0.494], [0.362, 0.772, -1.945], [1.349, -1.488, 1.079], [1.150, -1.871, -0.666], [-1.534, 1.044, 1.156], [-1.355, -0.630, 1.859], [-2.155, -1.653, -0.302], [-2.189, 0.006, -1.059]], "e_homo_ev": -8.944, "total_charge": 0, "gap_ev": 10.030, "de_lowest_kj_mol": 340.2, "lumo_ha": 0.040, "smiles": "C1[C@H]2N1CC21CC1"}

[3]
{"formula": "C35H26ClCrNO5", "method": "ωB97M-V with the def2-TZVPD basis set", "species": ["C", "C", "O", "C", "C", "N", "C", "C", "C", "C", "C", "Cl", "C", "C", "O", "H", "H", "H", "H", "H", "H", "H", "H", "H", "H", "H", "O", "C", "Cr", "C", "O", "C", "O", "C", "C", "C", "C", "C", "C", "C", "C", "C", "C", "C", "C", "C", "C", "C", "C", "C", "C", "C", "C", "C", "H", "H", "H", "H", "H", "H", "H", "H", "H", "H", "H", "H", "H", "H", "H"], "coordinates": [[1.424, -4.765, -0.477], [0.004, -4.429, -0.875], [-0.391, -3.212, -0.197], [-1.721, -2.944, -0.343], [-2.002, -1.518, -0.087], [-3.150, -1.051, -0.465], [-3.493, 0.181, -0.687], [-4.838, 0.611, -1.010], [-5.034, 1.942, -1.446], [-6.301, 2.433, -1.715], [-7.408, 1.582, -1.552], [-8.977, 2.198, -1.838], [-7.240, 0.245, -1.152], [-5.955, -0.243, -0.894], [-2.546, -3.774, -0.680], [1.839, -5.484, -1.191], [2.076, -3.880, -0.449], [1.434, -5.244, 0.510], [-0.070, -4.249, -1.960], [-0.697, -5.225, -0.592], [-1.190, -0.936, 0.371], [-2.725, 0.979, -0.697], [-4.159, 2.579, -1.569], [-6.445, 3.459, -2.042], [-8.115, -0.392, -1.046], [-5.809, -1.280, -0.598], [6.246, 2.775, -1.932], [5.473, 1.900, -1.984], [4.268, 0.442, -2.000], [4.203, 0.624, -0.129], [4.250, 0.746, 1.029], [5.740, -0.725, -1.722], [6.667, -1.397, -1.508], [3.954, 0.206, -4.131], [3.386, 1.415, -3.702], [2.506, 1.430, -2.610], [2.105, 0.235, -1.966], [1.304, 0.304, -0.736], [0.906, 0.538, 0.408], [0.529, 0.796, 1.737], [1.081, -0.127, 2.740], [1.708, -1.319, 2.281], [2.341, -2.206, 3.154], [2.333, -1.974, 4.536], [1.693, -0.833, 5.028], [1.080, 0.068, 4.147], [-0.287, 1.996, 1.955], [-0.836, 2.649, 0.815], [-1.625, 3.796, 0.926], [-1.880, 4.372, 2.178], [-1.348, 3.764, 3.320], [-0.579, 2.599, 3.209], [2.727, -0.968, -2.384], [3.623, -0.985, -3.467], [4.686, 0.201, -4.943], [3.667, 2.355, -4.175], [2.139, 2.382, -2.216], [1.706, -1.541, 1.211], [2.851, -3.080, 2.757], [2.830, -2.672, 5.222], [1.682, -0.645, 6.109], [0.603, 0.935, 4.572], [-0.630, 2.244, -0.180], [-2.035, 4.258, 0.032], [-2.471, 5.292, 2.262], [-1.537, 4.212, 4.304], [-0.199, 2.165, 4.118], [2.524, -1.888, -1.827], [4.104, -1.921, -3.757]], "e_homo_ev": [-9.327, -10.835], "total_charge": 1, "gap_ev": [5.890, 4.785], "lumo_ha": [-0.126, -0.222], "s_squared": 3.846, "multiplicity": 4}

no.,DFT total energy (Eh),molecular weight (g mol⁻¹)
1,-399.89791,107.11
2,-288.65247,95.14
3,-3284.57645,628.04